Density functional theory data (wB97M-V/def2-TZVPD) for a single C3H3N3O molecule in a non-equilibrium geometry.

```
10
Properties=species:S:1:pos:R:3:forces:R:3
O 2.178042 -1.069434 -0.221132 -0.4 0.5 0.0
C 1.136644 -0.513679 -0.044161 0.5 -1.1 -0.1
N -0.025768 -1.214345 0.424366 -0.1 -0.5 -0.1
C -1.228146 -0.769739 -0.027532 0.1 0.3 -0.2
C -1.180270 0.601667 -0.025358 -0.1 -0.3 -0.1
N -0.098272 0.837402 0.831794 -0.2 0.9 0.0
N 0.945398 0.910831 -0.104337 0.1 0.3 0.2
H -1.985640 -1.470649 -0.361193 0.0 0.1 0.2
H -1.527102 1.343125 -0.746102 0.2 -0.2 0.2
H 1.785114 1.344823 0.273652 0.0 0.1 0.0
```
Forces are in eV/Å.

Properties
relative energy (zero: lowest compared OMol25 entry of this formula, charge and spin): 531.56 kJ/mol
E_tot: -355.43743 Eh

These are the Löwdin partial charges, in e, on atoms 1 to 5: number 1, O, carries 0.14; number 2, C, carries -0.53; number 3, N, carries 0.15; number 4, C, carries -0.13; number 5, C, carries -0.10